Density functional theory data (ωB97M-V/def2-TZVPD) for C45H62Ge2N5O5S3Ti as an isolated structure at a distorted geometry.

The frontier orbital gap is 0.1830 Eh. For the HOMO energy, the calculation gives -9.17 eV. As for the electronic energy: -8599.45734 Eh. The calculation puts the largest force on an atom at 0.053 hartree/bohr. As for the energy relative to the best compared isomer or geometry (same formula, charge and spin): 68.2 kcal/mol. As for the net charge: +1.

Cartesian coordinates (Å):
Ti  0.08535  -0.36600  0.07234
O  -0.67552  -2.32789  0.60228
S  -1.91490  -3.20814  0.80847
C  -1.32647  -4.89711  0.53896
C  -0.27379  -4.98812  -0.56127
C  1.13082  -4.66762  -0.03008
C  2.08416  -4.19483  -1.13052
S  2.74705  -2.54963  -0.83605
O  1.49451  -1.70411  -0.60521
C  3.50261  -2.78482  0.74601
C  4.75000  -3.39792  0.76054
C  5.41822  -3.50561  1.96785
C  4.85351  -2.98203  3.12850
C  3.60849  -2.36969  3.09114
C  2.92157  -2.26922  1.88920
C  -2.93136  -2.95765  -0.63388
C  -4.26310  -3.34657  -0.55255
C  -5.11853  -3.03797  -1.60209
C  -4.64430  -2.33780  -2.70583
C  -3.30595  -1.96897  -2.77936
C  -2.44055  -2.28081  -1.73927
H  -2.24153  -5.45244  0.31833
H  -0.94152  -5.23392  1.50369
H  -0.53812  -4.30084  -1.36727
H  -0.30129  -5.98911  -0.99317
H  1.54778  -5.53675  0.47832
H  1.04067  -3.88766  0.72168
H  1.58837  -4.10196  -2.09884
H  2.96564  -4.82467  -1.26916
H  5.20197  -3.77362  -0.15192
H  6.39020  -3.98119  2.00042
H  5.39669  -3.04203  4.06407
H  3.17388  -1.94945  3.99015
H  1.95819  -1.77965  1.84709
H  -4.63647  -3.85721  0.33093
H  -6.16189  -3.32327  -1.54875
H  -5.32097  -2.06978  -3.50889
H  -2.94556  -1.43340  -3.64908
H  -1.39765  -1.99487  -1.77809
C  -0.66577  2.52833  4.07434
C  -1.03508  1.68475  2.84779
Ge  0.10057  0.06723  2.58321
C  -0.50388  -1.39387  3.74976
C  -0.58636  -0.95824  5.21749
C  1.85066  0.67007  3.15527
C  2.66248  1.30625  2.30618
Ge  2.03178  1.36248  0.40027
C  3.38295  0.80591  -0.96223
C  4.67547  0.10038  -0.52685
C  1.75476  3.29915  0.08925
C  3.05523  4.10174  0.23335
C  3.77168  2.13707  2.87427
C  3.46828  3.05647  3.88327
C  4.45062  3.86015  4.44591
C  5.76615  3.75694  4.01659
C  6.08561  2.83839  3.02686
C  5.09870  2.04319  2.46200
H  -1.29510  3.41869  4.13456
H  0.37171  2.86224  4.01809
H  -0.78282  1.97802  5.00837
H  -0.90490  2.28625  1.94572
H  -2.08976  1.39686  2.88099
H  0.19926  -2.22431  3.62808
H  -1.47817  -1.76128  3.41092
H  0.38218  -0.61807  5.59107
H  -0.91302  -1.78499  5.85211
H  -1.29652  -0.14155  5.35366
H  2.09754  0.67041  4.22032
H  3.60675  1.70695  -1.53511
H  2.83891  0.15993  -1.65047
H  5.48213  0.81870  -0.39511
H  5.01426  -0.60720  -1.29028
H  4.57200  -0.45044  0.41117
H  0.99862  3.66675  0.78787
H  1.35842  3.44149  -0.91932
H  3.41980  4.11065  1.26024
H  2.89285  5.13734  -0.07202
H  3.85606  3.69895  -0.39462
H  2.44085  3.15983  4.21435
H  4.18447  4.56803  5.22087
H  6.53485  4.38468  4.44973
H  7.11102  2.74060  2.68993
H  5.37192  1.32698  1.71102
O  -7.42529  1.39848  -5.38482
S  -6.96172  2.46886  -4.52540
O  -5.55118  2.79020  -4.66313
O  -7.84269  3.60512  -4.38777
C  -7.03180  1.69020  -2.88341
N  -8.21129  1.26581  -2.37423
C  -8.17727  0.64588  -1.20873
C  -6.99507  0.40929  -0.50166
C  -5.85467  0.90281  -1.08850
N  -5.86555  1.52832  -2.25221
C  -4.47337  0.75128  -0.56568
C  -3.45794  1.43886  -1.23247
C  -2.15688  1.23155  -0.87706
N  -1.78431  0.34862  0.08113
C  -2.77708  -0.20330  0.81026
C  -4.10726  -0.01234  0.53758
H  -9.13189  0.30621  -0.81621
H  -7.00001  -0.11783  0.44635
H  -3.73297  2.12321  -2.02960
H  -1.37095  1.80906  -1.33604
H  -2.47824  -0.79248  1.66478
H  -4.84702  -0.49317  1.16518
C  -0.94415  1.65396  -4.53554
C  0.50038  1.89491  -4.08856
C  1.46613  1.08737  -4.95043
C  0.82888  3.37894  -4.17237
N  0.73774  1.53614  -2.66535
N  0.26839  0.23882  -2.28326
H  -1.11062  2.09848  -5.51778
H  -1.66444  2.11497  -3.85149
H  -1.18338  0.58910  -4.64048
H  1.32977  1.33589  -6.00400
H  1.29771  0.00956  -4.84935
H  2.49836  1.30613  -4.67002
H  0.74122  3.72278  -5.20314
H  1.84939  3.56718  -3.83051
H  0.13859  3.97425  -3.56527
H  0.30533  2.22689  -2.06940
H  0.96302  -0.40821  -2.63478
H  -0.60526  0.04066  -2.77419

---

Density functional theory data (ωB97M-V/def2-TZVPD) for a 6-piece molecular cluster, C45H63Cl2F13INO16P overall at a distorted geometry.

The frontier orbital gap is 0.3292 Eh. For the HOMO energy, the calculation gives -11.39 eV. As for the electronic energy: -5868.68961 Eh. The calculation puts the largest force on an atom at 0.021 hartree/bohr. As for the energy relative to the best compared isomer or geometry (same formula, charge and spin): 0.0 kcal/mol. As for the net charge: +1.

Cartesian coordinates (Å):
C  -1.10945  4.44868  -0.65016
C  -0.53428  5.62551  -1.35797
O  -0.73662  6.76460  -1.04520
O  0.25365  5.30555  -2.42188
C  1.67076  5.42448  -2.13460
C  2.43719  5.17275  -3.42641
C  3.27641  3.89805  -3.35654
C  2.40057  2.66166  -3.11183
C  2.65451  1.52684  -4.10296
C  1.94454  0.23734  -3.66265
C  0.44646  0.33165  -3.94533
C  -0.38843  -0.94869  -3.91357
N  -0.71321  -1.54728  -2.56683
P  -1.46440  -0.01647  -1.65899
O  -2.13038  -0.80787  -0.43305
Cl  0.13832  0.80456  -0.69116
C  0.51876  -2.14548  -1.89467
C  1.30094  -3.10707  -2.78299
C  0.15567  -2.68871  -0.49798
C  1.19519  -3.62473  0.10997
C  2.58903  -3.06837  0.39908
C  2.61616  -2.05712  1.52803
F  2.19299  -0.84499  1.04195
F  1.74148  -2.37560  2.51349
C  4.05183  -1.82474  2.12852
F  4.88920  -2.81929  1.75075
F  4.53263  -0.67327  1.61554
C  4.14161  -1.69347  3.67930
F  5.37046  -1.21645  3.95122
F  3.24396  -0.77690  4.08555
C  3.98925  -3.05760  4.45188
F  5.22864  -3.54342  4.63437
F  3.31068  -3.95556  3.70365
C  3.34109  -2.96373  5.87153
F  3.80491  -1.87248  6.49129
F  3.74561  -4.05614  6.55008
C  1.78982  -2.99219  5.95123
F  1.33158  -4.16799  5.54435
F  1.24347  -2.03693  5.20977
F  1.43702  -2.80276  7.21513
O  -1.10283  -3.34816  -0.46233
C  -1.56872  -3.78539  -1.70370
I  -3.27293  -5.00501  -1.29645
C  -1.79371  -2.66321  -2.76447
O  -1.59182  -3.25075  -4.01620
C  -3.26226  -2.19726  -2.82223
C  -3.69726  -1.05470  -3.72124
O  -3.67474  -1.09019  -4.89793
Cl  -4.50755  0.30493  -2.91780
H  -1.63304  4.78379  0.23717
H  -1.82703  3.92504  -1.28290
H  -0.30889  3.77162  -0.37007
H  1.92659  4.70366  -1.35652
H  1.84499  6.42826  -1.75286
H  3.06153  6.03116  -3.66226
H  1.69087  5.06043  -4.21237
H  3.96477  4.01304  -2.51874
H  3.89784  3.79601  -4.23794
H  1.35105  2.96380  -3.12894
H  2.58182  2.29120  -2.10060
H  3.72941  1.36161  -4.12630
H  2.28356  1.84324  -5.07747
H  2.37305  -0.59601  -4.21770
H  2.14789  0.15930  -2.59638
H  0.37160  0.63076  -4.99353
H  -0.00584  1.15767  -3.40220
H  0.10234  -1.68479  -4.53678
H  -1.32195  -0.74744  -4.42805
H  -2.10590  -0.24318  0.35648
H  1.20863  -1.33596  -1.68303
H  2.24454  -3.33116  -2.29585
H  1.57570  -2.66912  -3.73642
H  0.82460  -4.06487  -2.97707
H  0.05926  -1.82222  0.14801
H  0.77141  -3.98897  1.04252
H  1.29614  -4.50606  -0.52303
H  3.22578  -3.90535  0.67153
H  3.06334  -2.57911  -0.44967
H  -0.84768  -4.48683  -2.11971
H  -0.79803  -3.79735  -4.01029
H  -3.72397  -2.09430  -1.84634
H  -3.75962  -3.03801  -3.30108
O  -6.01566  -6.10855  -1.15381
C  -6.57721  -6.28400  -0.10328
O  -6.71703  -5.29120  0.79309
C  -7.33655  -5.79451  1.99949
C  -8.07212  -7.05547  1.56741
C  -7.18897  -7.56105  0.43087
H  -6.54616  -5.99986  2.72389
H  -7.98825  -5.02281  2.39973
H  -8.20882  -7.77199  2.37125
H  -9.05672  -6.79478  1.17810
H  -6.38542  -8.20549  0.79048
H  -7.74760  -8.07655  -0.34371
O  -8.43263  -10.21929  1.39058
C  -8.69957  -10.90142  0.44463
O  -9.26356  -10.38634  -0.67083
C  -9.57226  -11.43643  -1.60880
C  -8.65011  -12.59000  -1.23012
C  -8.51388  -12.39711  0.28084
H  -10.62706  -11.69300  -1.49704
H  -9.40563  -11.05954  -2.61408
H  -9.04128  -13.56067  -1.52488
H  -7.67861  -12.45802  -1.70743
H  -9.30733  -12.89984  0.83553
H  -7.54969  -12.70407  0.67454
O  0.77341  4.77847  1.62923
C  0.37247  5.54056  2.46404
O  -0.87256  5.43577  2.97513
C  -1.13561  6.53868  3.86974
C  0.23746  7.03432  4.30560
C  1.08449  6.72962  3.07288
H  -1.69550  7.29522  3.31660
H  -1.74890  6.17714  4.69107
H  0.24412  8.07607  4.60354
H  0.59272  6.44458  5.15084
H  1.06535  7.54473  2.34753
H  2.11465  6.47988  3.30668
O  2.62474  8.89317  5.38010
C  2.20738  9.64225  6.21318
O  0.95482  9.53567  6.71715
C  0.68385  10.62245  7.62365
C  2.05392  11.11075  8.07991
C  2.91236  10.82595  6.84724
H  0.12909  11.38978  7.08046
H  0.06521  10.24745  8.43436
H  2.05072  12.15178  8.39375
H  2.40105  10.50609  8.91812
H  2.89861  11.65110  6.13372
H  3.94101  10.57046  7.08238
O  6.35090  2.61404  -3.91574
C  6.78764  3.46677  -4.63201
O  6.11641  4.61887  -4.87546
C  6.81808  5.40662  -5.85818
C  8.26351  4.92649  -5.79612
C  8.08669  3.45727  -5.41435
H  6.35973  5.22569  -6.83224
H  6.70187  6.45618  -5.60229
H  8.80431  5.08646  -6.72571
H  8.79347  5.45270  -5.00191
H  7.95135  2.81810  -6.28822
H  8.89281  3.06439  -4.80230

---

Question: energy relative to the best compared isomer or geometry (same formula, charge and spin) of number 2 (C45H63Cl2F13INO16P)?
Answer: 0.0 kcal/mol

---

Question: Which formula does entry 1 have?
Answer: C45H62Ge2N5O5S3Ti

---

Question: What is the electronic energy in the second record?
Answer: -5868.68961 Eh